Entry 1:
15
Properties=species:S:1:pos:R:3:forces:R:3:lowdin_charge:R:1 method="wB97M-V/def2-TZVPD" multiplicity=1 e_tot_ev=-25427.03097 e_above_lowest_kj_mol=294.3 total_charge=0
C -0.064 0.276 -2.203 0.817 0.509 0.276 -0.16
C 0.953 -1.691 1.098 1.203 -0.028 -0.114 -0.25
C -0.660 1.475 1.151 -2.056 -1.533 -3.384 -0.02
O 0.608 -0.334 -1.096 0.118 -0.276 0.771 -0.48
P -0.361 -0.881 0.117 0.541 2.276 0.100 0.35
S -1.761 -2.024 -0.582 -0.036 0.330 0.628 0.22
H 0.726 0.460 -3.005 -1.283 -0.283 1.025 0.11
H -0.471 1.232 -1.789 -0.001 -0.547 -0.904 0.08
H -0.838 -0.451 -2.462 -0.103 0.607 -0.734 0.02
H 1.174 -1.237 2.094 -0.552 -0.357 -0.732 0.05
H 0.770 -2.797 1.179 0.127 1.185 -0.085 0.05
H 1.872 -1.476 0.458 -1.071 -0.541 0.814 0.06
H -1.743 1.877 0.923 2.459 -0.946 0.387 0.05
H -0.454 1.291 2.143 0.159 -0.447 2.169 -0.06
H 0.181 1.950 0.654 -0.324 0.052 -0.216 -0.01


Entry 2:
16
Properties=species:S:1:pos:R:3:forces:R:3:lowdin_charge:R:1 method="wB97M-V/def2-TZVPD" multiplicity=1 e_tot_ev=-36263.02495 e_above_lowest_kj_mol=280.4 smiles="OP(S)S.C=CC" total_charge=0
O 0.277 -1.916 -1.151 -0.253 -1.277 -0.163 -0.45
P -1.153 -1.636 -1.873 -0.686 0.483 0.551 0.13
S -1.626 -3.596 -2.421 0.023 -0.434 -0.269 0.36
S -0.471 -0.944 -3.739 -0.748 0.664 -1.171 0.29
H 0.934 -1.253 -1.013 0.437 1.110 0.125 0.02
H -2.596 -3.737 -1.515 -0.078 0.027 0.183 -0.21
H -1.708 -0.491 -4.250 1.310 -0.537 0.829 -0.14
C 1.832 0.793 1.239 -1.041 -3.134 1.620 -0.01
C 0.629 0.226 1.392 0.442 3.721 -2.723 -0.20
C -0.418 1.108 0.738 2.037 0.219 -1.816 -0.13
H 2.625 0.375 1.759 1.786 -0.648 0.851 0.03
H 2.054 1.592 0.620 -0.043 1.519 -1.109 0.04
H 0.217 -0.547 1.956 0.362 -1.416 1.141 0.08
H -0.003 1.604 -0.249 -0.813 -0.617 2.214 0.12
H -0.613 1.779 1.535 -0.762 1.303 0.190 0.06
H -1.271 0.594 0.460 -1.973 -0.983 -0.452 0.01


Entry 3:
17
Properties=species:S:1:pos:R:3:forces:R:3:lowdin_charge:R:1 method="wB97M-V/def2-TZVPD" multiplicity=1 e_tot_ev=-47098.93639 e_above_lowest_kj_mol=35.2 smiles="CC(C)=O.SP(S)S" total_charge=0
C 1.442 -0.266 -1.719 1.218 -1.232 1.505 -0.01
C 0.175 -0.812 -1.178 -1.561 -1.010 0.037 -0.49
C -1.003 -1.170 -2.139 -0.130 -0.436 1.333 -0.02
O 0.076 -0.998 0.021 0.070 -0.320 -1.063 -0.12
H 1.611 0.616 -1.149 0.458 0.912 0.457 0.08
H 2.262 -0.985 -1.437 -0.745 0.669 -0.218 0.12
H 1.538 -0.058 -2.737 -0.290 0.232 -1.705 0.05
H -0.599 -1.143 -3.140 -0.021 -0.672 -0.403 0.05
H -1.701 -0.268 -2.157 0.368 -1.468 0.511 0.10
H -1.461 -2.240 -1.800 0.806 2.952 -0.979 0.14
S -0.259 2.607 1.731 -0.374 0.189 -0.809 0.23
P -0.763 0.527 2.058 0.378 0.715 -0.607 -0.08
S -1.810 0.724 3.819 -1.095 -0.475 0.548 0.28
S 1.185 0.094 2.742 0.377 -0.407 0.190 0.28
H -0.921 2.845 0.551 0.228 -0.359 0.722 -0.19
H -1.058 1.631 4.399 0.449 0.529 0.455 -0.22
H 1.285 -1.103 2.133 -0.134 0.181 0.026 -0.19


What did the first record say?
15
Properties=species:S:1:pos:R:3:forces:R:3:lowdin_charge:R:1 method="wB97M-V/def2-TZVPD" multiplicity=1 e_tot_ev=-25427.03097 e_above_lowest_kj_mol=294.3 total_charge=0
C -0.064 0.276 -2.203 0.817 0.509 0.276 -0.16
C 0.953 -1.691 1.098 1.203 -0.028 -0.114 -0.25
C -0.660 1.475 1.151 -2.056 -1.533 -3.384 -0.02
O 0.608 -0.334 -1.096 0.118 -0.276 0.771 -0.48
P -0.361 -0.881 0.117 0.541 2.276 0.100 0.35
S -1.761 -2.024 -0.582 -0.036 0.330 0.628 0.22
H 0.726 0.460 -3.005 -1.283 -0.283 1.025 0.11
H -0.471 1.232 -1.789 -0.001 -0.547 -0.904 0.08
H -0.838 -0.451 -2.462 -0.103 0.607 -0.734 0.02
H 1.174 -1.237 2.094 -0.552 -0.357 -0.732 0.05
H 0.770 -2.797 1.179 0.127 1.185 -0.085 0.05
H 1.872 -1.476 0.458 -1.071 -0.541 0.814 0.06
H -1.743 1.877 0.923 2.459 -0.946 0.387 0.05
H -0.454 1.291 2.143 0.159 -0.447 2.169 -0.06
H 0.181 1.950 0.654 -0.324 0.052 -0.216 -0.01


Which value of multiplicity does entry 3 give? 1


Repeat the first record exactly.
15
Properties=species:S:1:pos:R:3:forces:R:3:lowdin_charge:R:1 method="wB97M-V/def2-TZVPD" multiplicity=1 e_tot_ev=-25427.03097 e_above_lowest_kj_mol=294.3 total_charge=0
C -0.064 0.276 -2.203 0.817 0.509 0.276 -0.16
C 0.953 -1.691 1.098 1.203 -0.028 -0.114 -0.25
C -0.660 1.475 1.151 -2.056 -1.533 -3.384 -0.02
O 0.608 -0.334 -1.096 0.118 -0.276 0.771 -0.48
P -0.361 -0.881 0.117 0.541 2.276 0.100 0.35
S -1.761 -2.024 -0.582 -0.036 0.330 0.628 0.22
H 0.726 0.460 -3.005 -1.283 -0.283 1.025 0.11
H -0.471 1.232 -1.789 -0.001 -0.547 -0.904 0.08
H -0.838 -0.451 -2.462 -0.103 0.607 -0.734 0.02
H 1.174 -1.237 2.094 -0.552 -0.357 -0.732 0.05
H 0.770 -2.797 1.179 0.127 1.185 -0.085 0.05
H 1.872 -1.476 0.458 -1.071 -0.541 0.814 0.06
H -1.743 1.877 0.923 2.459 -0.946 0.387 0.05
H -0.454 1.291 2.143 0.159 -0.447 2.169 -0.06
H 0.181 1.950 0.654 -0.324 0.052 -0.216 -0.01